Computed, not measured: C10H22BBr2KNO4P as an isolated structure, with the ωB97M-V functional and the def2-TZVPD basis.

Geometry (Å):
Br -0.68976 -3.73852 -1.40982
Br 3.80696 0.25496 -0.65741
K 5.39274 -1.63809 0.14469
P -0.19704 -1.40098 -0.77729
O 1.00399 -1.26804 -2.05412
O 2.33292 -2.68323 -0.09725
O 0.28622 0.20309 -0.30985
O -1.57427 0.43559 1.91859
N -2.88918 0.59558 0.05802
C 1.10964 -2.05450 2.00057
C -1.65630 -1.48422 0.51985
C 1.05184 0.02564 -2.55903
C -3.10243 1.97248 0.49017
C -2.04956 -0.11260 0.93763
C 0.58634 0.99270 -1.42598
C 2.64757 1.76373 0.00275
C 2.16147 1.46632 1.41243
C -4.14698 -0.04492 -0.30604
C 1.58032 2.08604 -1.02388
B 1.15533 -2.15559 0.42093
H 3.37869 2.56572 0.00030
H -1.17042 -0.96836 -1.70908
H -1.41324 -2.04907 1.41651
H 3.02103 -2.47559 0.53624
H 1.11932 1.76745 1.51855
H -4.69779 0.63658 -0.95516
H 0.31952 -1.42977 2.41425
H -2.41323 -2.03024 -0.03125
H 2.03564 2.50369 -1.92631
H -0.31453 1.51343 -1.77888
H -2.14418 2.44643 0.68825
H -3.97374 -0.96251 -0.86006
H 2.77942 2.00218 2.13621
H -3.61086 2.50708 -0.31254
H 1.00455 -3.06745 2.40721
H -3.69480 2.03396 1.41048
H 1.02752 2.90055 -0.53850
H 2.16774 0.41109 1.65694
H -4.77464 -0.26311 0.56767
H 2.06503 -1.66799 2.38790
H 2.07563 0.25416 -2.87693
H 0.40352 0.15637 -3.43677

Forces on atoms 1 to 3 (eV/Å):
-0.06 -0.22 -0.04
-1.20 1.73 -0.60
1.32 -1.70 0.47

The highest occupied orbital energy comes out at -6.98 eV. The net charge is 0. As for the gap between HOMO and LUMO: 5.394 eV. The calculated total energy is -186782.5041 eV. The calculation puts the lowest unoccupied orbital energy at -0.0582 hartree.

Results of the natural (NBO) charge analysis, in e, for atoms 1 through 4:
1 Br -0.499
2 Br -0.191
3 K 0.971
4 P 1.284

Computed, not measured: an isolated ion of composition C2H7N4 and charge +1, with the ωB97M-V functional and the def2-TZVPD basis.

Geometry (Å):
N -1.05986 1.10225 0.20412
N -1.73801 -1.11729 -0.20818
N -0.85188 2.21976 -0.17059
N 1.54447 0.58187 -0.15545
C 0.80136 -0.51875 -0.00300
C -0.97905 -0.10122 -0.04063
H -0.83435 2.89124 0.52198
H 0.83622 -1.18934 -0.85131
H 0.92757 -0.92305 1.02812
H -1.23161 -1.94310 0.05404
H -2.78569 -1.11924 0.04389
H 1.89521 1.06712 -0.93813
H 1.85644 1.07873 0.64116

Forces on atoms 1 to 3 (eV/Å):
-1.58 0.29 1.23
-3.63 -1.52 0.91
0.50 -0.38 -3.58

The energy above the lowest of the compared OMol25 structures with the same formula, charge and spin is 96.2 kcal/mol. The highest occupied orbital energy comes out at -14.13 eV. The net charge is +1. As for the gap between HOMO and LUMO: 9.364 eV. The calculated total energy is -8138.0732 eV. The SMILES is [H]/N=N/C(=[NH2+])CN. The calculation puts the lowest unoccupied orbital energy at -0.1751 hartree.

Results of the natural (NBO) charge analysis, in e, for atoms 1 through 4:
1 N -0.056
2 N -0.725
3 N -0.208
4 N -0.773